Entry 1:
Below is the molecule C8H16N2O5 at a distorted geometry, with properties calculated with ωB97M-V/def2-TZVPD.

Element x y z (Å)
C  -4.03  0.22  -0.50
C  -2.51  0.21  -0.69
O  -1.96  1.52  -0.34
C  -1.82  -0.81  0.25
N  -2.31  -0.66  1.61
C  -0.33  -0.73  -0.09
O  0.01  -1.01  -1.24
N  0.48  -0.22  0.83
C  1.80  0.24  0.53
C  1.81  1.75  0.19
O  2.79  2.44  0.32
O  0.66  2.36  -0.22
C  2.65  -0.63  -0.42
C  4.14  -0.48  -0.31
O  2.35  -1.98  0.00
H  -4.37  -0.83  -0.58
H  -4.30  0.64  0.49
H  -4.44  0.84  -1.30
H  -2.16  -0.11  -1.69
H  -2.27  2.20  -0.94
H  -2.06  -1.81  -0.01
H  -2.29  0.26  2.00
H  -1.87  -1.25  2.28
H  0.07  -0.02  1.73
H  2.38  0.32  1.49
H  -0.14  1.76  -0.41
H  2.28  -0.40  -1.46
H  4.56  -1.20  -0.99
H  4.48  0.55  -0.55
H  4.54  -0.74  0.71
H  1.86  -2.42  -0.71

The energy above the lowest of the compared OMol25 structures with the same formula, charge and spin is 72.2 kJ/mol. The SMILES is C[C@@H](O)[C@H](N)C(=O)N[C@H](C(=O)O)[C@@H](C)O. The value obtained for the molar mass is 220.2 g/mol. The total energy comes out at -800.167828 Eh.

Atomic partial charges in e from the Löwdin method, atoms 1 to 5: -0.0376 -0.3409 -0.0469 -0.2561 0.0713



Entry 2:
Below is a 3-piece molecular cluster, C29H57BN5O7P overall at a distorted geometry, with properties calculated with ωB97M-V/def2-TZVPD.

Element x y z (Å)
C  3.68  -3.62  0.57
C  3.45  -3.77  2.18
O  2.29  -3.04  2.72
B  2.38  -1.59  2.34
O  3.71  -0.94  2.38
C  0.95  -0.86  1.97
C  0.54  -0.25  0.49
C  -0.96  0.42  0.25
C  -2.13  0.50  1.44
N  -3.45  1.09  1.03
C  -4.36  1.04  2.23
C  -5.92  1.60  1.99
O  -6.27  2.73  2.87
C  -6.75  3.89  2.07
C  -4.01  0.51  3.73
P  -5.31  0.54  5.16
O  -4.64  -0.57  6.38
O  -6.79  -0.27  4.66
N  -2.66  -0.06  4.06
C  -1.71  -0.08  2.90
C  -0.20  -0.75  3.17
O  0.12  -1.30  4.49
C  0.64  -0.32  5.44
C  0.81  1.21  4.92
N  2.04  1.44  4.01
C  1.87  2.70  3.18
C  3.16  3.07  2.23
C  3.89  4.50  2.60
O  4.21  2.05  2.18
H  4.23  -4.58  0.13
H  4.43  -2.71  0.42
H  2.71  -3.39  -0.05
H  4.42  -3.50  2.82
H  3.24  -4.93  2.41
H  4.00  -0.85  3.35
H  1.31  -0.28  -0.39
H  -1.18  0.82  -0.86
H  -6.65  0.70  2.24
H  -6.05  1.82  0.84
H  -7.55  4.48  2.73
H  -5.84  4.62  1.82
H  -7.31  3.59  1.08
H  -4.77  -1.51  6.01
H  -6.57  -1.10  4.11
H  1.66  -0.76  5.87
H  -0.10  -0.28  6.37
H  -0.17  1.71  4.47
H  1.05  1.87  5.88
H  2.84  1.66  4.67
H  1.59  3.62  3.85
H  0.95  2.50  2.46
H  2.76  3.20  1.11
H  3.32  5.44  2.16
H  4.10  4.61  3.77
H  4.96  4.49  2.09
H  4.64  2.08  1.25
C  1.15  2.94  -1.61
C  1.49  3.65  -2.91
N  2.00  2.76  -3.96
C  2.60  3.48  -5.09
C  1.68  4.37  -5.93
C  1.14  1.64  -4.33
C  -0.28  1.95  -4.80
H  2.00  2.35  -1.24
H  0.89  3.67  -0.84
H  0.30  2.26  -1.73
H  2.27  4.39  -2.67
H  0.62  4.22  -3.25
H  3.10  2.77  -5.76
H  3.41  4.11  -4.70
H  1.03  3.78  -6.58
H  2.29  5.01  -6.58
H  1.06  5.03  -5.32
H  1.07  0.97  -3.46
H  1.64  1.03  -5.09
H  -0.78  2.69  -4.18
H  -0.88  1.03  -4.77
H  -0.29  2.30  -5.84
C  -1.11  -2.14  -2.36
C  -1.00  -3.30  -3.34
N  0.14  -4.18  -3.10
C  0.41  -5.10  -4.20
C  -0.65  -6.15  -4.51
C  0.25  -4.76  -1.76
C  -0.93  -5.60  -1.26
H  -0.18  -1.56  -2.33
H  -1.92  -1.46  -2.66
H  -1.33  -2.48  -1.34
H  -0.91  -2.86  -4.34
H  -1.95  -3.85  -3.33
H  1.37  -5.61  -4.03
H  0.57  -4.51  -5.11
H  -0.66  -6.95  -3.77
H  -0.44  -6.62  -5.48
H  -1.66  -5.73  -4.58
H  0.41  -3.94  -1.04
H  1.16  -5.36  -1.69
H  -1.89  -5.13  -1.45
H  -0.84  -5.73  -0.17
H  -0.93  -6.60  -1.70

The SMILES is CCOB(O)c1ccc2nc(COC)c(P(O)O)nc2c1OCCNC[C@@H](C)O.CCN(CC)CC.CCN(CC)CC. The value obtained for the molar mass is 629.6 g/mol. The total energy comes out at -2305.306638 Eh.

Atomic partial charges in e from the Löwdin method, atoms 1 to 5: -0.0943 -0.2432 -0.0605 -0.4333 0.0276



Entry 3:
Below is C4H8N2O3S2 as an isolated structure at a distorted geometry, with properties calculated with ωB97M-V/def2-TZVPD.

Element x y z (Å)
C  0.70  0.42  1.40
C  -1.03  -0.06  0.90
C  1.17  -1.09  -0.33
C  0.80  1.26  -1.01
N  1.65  -1.96  0.67
N  1.37  0.28  0.09
O  -2.05  0.27  1.43
O  -3.64  1.60  -0.64
O  -3.58  -0.79  -0.91
S  -0.79  -1.16  -0.41
S  -3.78  0.30  0.00
H  0.46  1.55  1.51
H  1.39  -1.28  -1.42
H  -0.17  1.00  -1.33
H  0.69  2.35  -0.53
H  1.59  1.26  -1.85
H  1.48  -1.42  1.45
H  1.42  -2.93  0.76
H  2.33  0.41  0.22

The energy above the lowest of the compared OMol25 structures with the same formula, charge and spin is 274.2 kJ/mol. The value obtained for the molar mass is 196.3 g/mol. The total energy comes out at -1288.646150 Eh.

Atomic partial charges in e from the Löwdin method, atoms 1 to 5: -0.0793 -0.6735 -0.5282 -0.0083 0.0582



Entry 4:
Below is the molecule C13H15N3O2 at a distorted geometry, with properties calculated with ωB97M-V/def2-TZVPD.

Element x y z (Å)
C  3.18  0.57  -4.25
C  3.85  0.29  -2.97
C  3.39  1.37  -1.92
C  2.18  0.94  -1.50
C  1.70  -0.14  -0.85
C  0.05  0.12  -0.99
C  -0.96  -0.92  -0.46
O  -1.95  -1.13  -1.20
N  -0.86  -0.90  0.91
C  -1.87  -1.79  1.58
C  -2.40  -0.93  2.64
C  -3.32  0.17  2.02
C  -3.85  0.89  3.04
C  -3.97  0.59  4.36
N  -3.05  -0.29  4.87
C  -2.48  -0.98  4.08
N  -0.10  1.30  -1.53
O  1.11  1.80  -1.77
H  3.45  -0.09  -5.23
H  3.17  1.71  -4.71
H  2.09  0.33  -4.16
H  3.72  -0.85  -2.75
H  4.96  0.54  -3.24
H  4.28  0.98  -1.01
H  3.60  2.23  -2.07
H  1.90  -1.27  -0.61
H  -0.03  -0.79  1.46
H  -2.54  -2.29  0.96
H  -1.30  -2.48  2.27
H  -3.16  0.19  1.03
H  -4.50  1.67  2.65
H  -4.17  1.21  5.14
H  -2.14  -2.03  4.22

The energy above the lowest of the compared OMol25 structures with the same formula, charge and spin is 1024.4 kJ/mol. The SMILES is CCCc1cc(C(=O)NCc2cccnc2)no1. The value obtained for the molar mass is 245.3 g/mol. The total energy comes out at -818.759007 Eh.

Atomic partial charges in e from the Löwdin method, atoms 1 to 5: -0.1892 -0.2843 -0.1207 -0.3794 0.0790



Entry 5:
Below is the molecule C19H27NO3, with properties calculated with ωB97M-V/def2-TZVPD.

Element x y z (Å)
C  2.20  6.02  0.46
C  1.51  4.94  -0.35
O  1.90  3.69  0.21
C  1.43  2.51  -0.26
C  1.89  1.40  0.46
C  1.53  0.11  0.14
C  0.68  -0.11  -0.94
C  0.21  -1.45  -1.39
O  -0.31  -1.62  -2.48
N  0.39  -2.46  -0.51
C  -0.15  -3.78  -0.73
C  -1.50  -3.98  -0.02
C  -1.39  -3.65  1.45
C  -0.87  -4.50  2.32
C  -0.70  -4.22  3.78
C  -1.50  -3.00  4.22
C  -1.30  -1.87  3.21
C  -1.87  -2.29  1.86
C  0.23  0.98  -1.67
C  0.58  2.29  -1.36
O  0.17  3.38  -2.09
C  -0.77  3.22  -3.13
C  -2.19  3.00  -2.63
H  3.28  5.90  0.40
H  1.93  7.00  0.07
H  1.90  5.96  1.50
H  0.42  5.05  -0.29
H  1.81  4.99  -1.40
H  2.56  1.60  1.29
H  1.94  -0.70  0.72
H  0.69  -2.26  0.43
H  -0.28  -3.90  -1.81
H  0.57  -4.52  -0.37
H  -1.80  -5.02  -0.15
H  -2.24  -3.34  -0.49
H  -0.53  -5.48  1.99
H  -1.01  -5.10  4.36
H  0.37  -4.06  3.99
H  -1.19  -2.68  5.21
H  -2.56  -3.25  4.26
H  -1.79  -0.96  3.56
H  -0.23  -1.65  3.11
H  -1.61  -1.55  1.09
H  -2.96  -2.31  1.91
H  -0.41  0.76  -2.51
H  -0.71  4.16  -3.69
H  -0.46  2.40  -3.81
H  -2.87  2.95  -3.48
H  -2.48  3.83  -1.99
H  -2.27  2.08  -2.07

The energy above the lowest of the compared OMol25 structures with the same formula, charge and spin is 218.9 kJ/mol. The SMILES is CCOc1ccc(C(=O)NCCC2=CCCCC2)cc1OCC. The value obtained for the molar mass is 317.4 g/mol. The total energy comes out at -1020.665671 Eh.

Atomic partial charges in e from the Löwdin method, atoms 1 to 5: -0.0638 -0.2463 -0.0304 -0.1823 0.0056



Entry 6:
Below is a 2-piece molecular cluster, C15H18O overall at a distorted geometry, with properties calculated with ωB97M-V/def2-TZVPD.

Element x y z (Å)
C  0.08  -2.57  3.41
C  -0.86  -1.88  2.45
C  -1.77  -2.71  1.80
C  -2.77  -2.23  0.92
C  -2.86  -0.85  0.90
O  -4.01  -0.22  0.49
C  -1.90  0.01  1.43
C  -0.79  -0.57  2.05
H  0.53  -1.89  4.11
H  0.89  -3.17  2.97
H  -0.35  -3.34  4.07
H  -1.82  -3.77  2.03
H  -3.54  -2.79  0.42
H  -4.71  -0.83  0.26
H  -1.84  1.02  1.05
H  0.06  0.06  2.26
C  3.04  -0.46  -2.28
C  2.15  0.58  -3.02
C  1.51  1.61  -2.15
C  2.07  2.05  -0.97
C  1.29  2.84  -0.10
C  -0.02  3.12  -0.38
C  -0.72  2.49  -1.49
C  0.14  1.83  -2.33
H  2.62  -0.63  -1.28
H  4.01  0.03  -2.04
H  3.21  -1.38  -2.84
H  2.80  1.08  -3.76
H  1.45  -0.13  -3.48
H  3.08  1.76  -0.71
H  1.81  3.21  0.77
H  -0.65  3.87  0.13
H  -1.79  2.62  -1.57
H  -0.34  1.21  -3.11

The energy above the lowest of the compared OMol25 structures with the same formula, charge and spin is 154.4 kJ/mol. The SMILES is Cc1ccc(O)cc1.CCc1ccccc1. The value obtained for the molar mass is 214.3 g/mol. The total energy comes out at -657.558269 Eh.

Atomic partial charges in e from the Löwdin method, atoms 1 to 5: -0.0653 -0.2901 -0.0427 -0.0089 -0.3299



Entry 7:
Below is a 4-piece molecular cluster, C23H41FN2O3 overall at a distorted geometry, with properties calculated with ωB97M-V/def2-TZVPD.

Element x y z (Å)
C  0.11  1.59  2.48
C  -0.72  2.96  2.44
C  -1.69  3.04  1.21
F  -1.96  4.40  0.83
C  -3.10  2.38  1.48
C  -3.24  0.89  1.48
N  -4.39  0.18  1.66
C  -5.45  1.06  1.81
C  -6.82  0.46  2.00
C  -8.03  1.24  2.19
C  -7.93  2.74  2.23
C  -6.61  3.36  2.03
C  -5.36  2.54  1.83
N  -4.16  3.22  1.65
H  0.73  1.52  1.54
H  -0.58  0.72  2.62
H  0.85  1.72  3.32
H  -1.18  3.16  3.44
H  0.06  3.77  2.29
H  -1.20  2.52  0.34
H  -2.30  0.29  1.31
H  -6.93  -0.66  2.00
H  -9.01  0.71  2.31
H  -8.86  3.34  2.41
H  -6.60  4.48  2.06
C  -1.22  -3.35  -0.47
C  -0.46  -2.08  -0.17
O  -0.16  -1.90  1.20
C  0.66  -2.90  1.81
C  2.03  -3.01  1.18
H  -2.12  -3.42  0.15
H  -1.51  -3.39  -1.52
H  -0.62  -4.24  -0.26
H  -1.07  -1.22  -0.47
H  0.46  -2.02  -0.77
H  0.14  -3.86  1.81
H  0.77  -2.60  2.85
H  1.98  -3.37  0.15
H  2.65  -3.71  1.75
H  2.53  -2.04  1.16
C  6.97  -6.12  0.38
C  5.63  -5.65  -0.15
O  5.24  -4.36  0.32
C  6.10  -3.29  -0.01
C  6.25  -3.06  -1.50
H  6.98  -6.07  1.48
H  7.16  -7.14  0.07
H  7.79  -5.50  0.02
H  4.85  -6.34  0.18
H  5.61  -5.67  -1.25
H  7.08  -3.42  0.46
H  5.66  -2.39  0.44
H  6.75  -3.89  -1.99
H  6.83  -2.15  -1.70
H  5.26  -2.95  -1.97
C  -1.00  3.68  -5.17
C  -0.76  2.85  -3.92
O  0.54  3.01  -3.37
C  0.88  4.32  -2.95
C  -0.02  4.85  -1.84
H  -0.22  3.49  -5.92
H  -1.97  3.43  -5.61
H  -0.99  4.74  -4.95
H  -0.85  1.79  -4.18
H  -1.52  3.05  -3.16
H  0.90  5.01  -3.80
H  1.90  4.27  -2.57
H  -1.04  5.00  -2.20
H  0.35  5.82  -1.48
H  -0.06  4.16  -1.01

The SMILES is CC[C@H](F)c1cnc2ccccc2n1.CCOCC.CCOCC.CCOCC. The value obtained for the molar mass is 412.6 g/mol. The total energy comes out at -1335.944364 Eh.

Atomic partial charges in e from the Löwdin method, atoms 1 to 5: -0.1044 -0.1863 -0.2600 -0.0542 -0.1466



Entry 8:
Below is a 2-piece molecular cluster, C31H34N2O3 overall at a distorted geometry, with properties calculated with ωB97M-V/def2-TZVPD.

Element x y z (Å)
C  -0.15  2.15  2.38
C  -0.17  0.77  2.88
C  -1.32  -0.06  2.60
O  -2.42  0.41  2.31
C  -1.10  -1.57  2.63
C  0.28  -1.92  2.14
O  1.31  -1.16  2.85
C  1.11  0.14  3.16
O  2.05  0.78  3.63
H  0.86  2.38  1.99
H  -0.93  2.27  1.62
H  -0.36  2.88  3.16
H  -1.22  -1.94  3.66
H  -1.85  -2.05  2.01
H  0.54  -2.96  2.32
H  0.36  -1.69  1.06
C  2.80  -2.99  11.97
N  1.50  -2.56  11.48
C  0.37  -3.33  11.96
C  1.36  -1.51  10.63
C  0.08  -1.09  10.16
C  -0.03  -0.12  9.17
C  1.12  0.51  8.63
C  1.02  1.43  7.50
C  -0.07  1.38  6.60
C  -0.36  2.28  5.59
C  -1.70  2.65  5.20
C  -1.93  3.91  4.57
C  -3.15  4.19  3.97
C  -4.20  3.27  4.05
C  -4.03  2.09  4.80
C  -2.81  1.80  5.40
C  2.11  2.40  7.30
C  2.67  2.65  6.04
C  3.75  3.50  5.88
C  4.24  4.24  6.97
N  5.30  5.08  6.81
C  5.71  6.03  7.82
C  6.04  5.10  5.56
C  3.62  4.07  8.24
C  2.64  3.11  8.41
C  2.37  0.18  9.20
C  2.51  -0.81  10.16
H  3.35  -2.16  12.43
H  2.62  -3.76  12.73
H  3.42  -3.42  11.17
H  -0.36  -3.51  11.16
H  0.75  -4.29  12.32
H  -0.14  -2.83  12.79
H  -0.82  -1.57  10.56
H  -1.02  0.18  8.84
H  -0.78  0.55  6.74
H  0.44  2.90  5.20
H  -1.10  4.62  4.51
H  -3.28  5.14  3.44
H  -5.15  3.48  3.57
H  -4.86  1.40  4.93
H  -2.67  0.89  5.99
H  2.30  2.11  5.17
H  4.21  3.59  4.89
H  4.84  6.43  8.35
H  6.39  5.58  8.56
H  6.24  6.85  7.32
H  6.30  4.08  5.25
H  5.47  5.57  4.75
H  6.96  5.67  5.72
H  3.95  4.67  9.10
H  2.26  2.91  9.41
H  3.27  0.70  8.87
H  3.50  -1.06  10.53

The energy above the lowest of the compared OMol25 structures with the same formula, charge and spin is 0.0 kJ/mol. The value obtained for the molar mass is 482.6 g/mol. The total energy comes out at -1536.799367 Eh.

Atomic partial charges in e from the Löwdin method, atoms 1 to 5: -0.0632 -0.1638 -0.4231 -0.0011 -0.1042



no.,gap between HOMO and LUMO (eV),HOMO level (eV)
1,10.014,-9.58
2,6.697,-8.04
3,8.479,-8.22
4,8.999,-8.96
5,8.947,-8.14
6,9.090,-8.27
7,8.381,-8.77
8,4.324,-6.07